Record 1
Here is C7H12N3Sn as an isolated structure from the Open Molecules 2025 dataset. Energies are from the ωB97M-V functional and the def2-TZVPD basis.

## Properties
- Total charge: -1
- Energy: -652.33439 a.u.
- 2S+1: 1
- HOMO (spin up / spin down): -0.9 / -1.9 eV
- Energy relative to the best compared isomer or geometry (same formula, charge and spin): 0.396 eV
- Orbital gap (spin up / spin down): 4.00 / 4.81 eV

```
23
Properties=species:S:1:pos:R:3:forces:R:3:nbo_charge:R:1
C 2.66287 -0.82394 0.17524 -0.2 -0.2 -1.6 -1.101
Sn 1.76296 1.24604 0.16435 0.8 -2.1 2.0 0.879
N 0.46000 3.34807 -0.07129 -0.7 1.3 -0.1 -1.108
H 2.85681 2.00217 -0.91887 1.0 0.5 -0.6 -0.318
H 0.28853 3.51883 -1.06537 -0.2 0.1 0.2 0.368
H 2.17422 0.49527 1.74766 0.0 1.5 1.1 -0.240
H 3.75528 -0.79364 0.33781 -0.5 0.0 0.0 0.199
H 2.41858 -1.19949 -0.82758 0.4 -0.7 0.1 0.181
H 2.13858 -1.39999 0.95091 0.3 0.1 -0.3 0.204
H -0.43323 3.23629 0.41690 0.3 0.1 -0.2 0.383
H 0.96185 4.15677 0.31820 -0.3 -0.3 -0.2 0.369
N -3.99552 -3.64534 -0.15924 1.0 1.0 0.1 -0.455
C -3.17193 -2.80946 -0.13097 -0.1 0.0 -0.1 0.289
C -2.16550 -1.76756 -0.11106 -2.0 -1.8 0.2 -0.295
C -1.88582 -1.06097 1.07213 0.9 1.2 1.2 -0.238
C -0.90674 -0.08353 1.06215 -1.0 -0.8 0.5 -0.018
N -0.25714 0.25247 -0.07637 0.5 0.7 -0.4 -0.649
C -0.51376 -0.41769 -1.23616 -1.3 -1.2 0.1 -0.025
C -1.48002 -1.41285 -1.27247 1.6 1.0 -1.7 -0.229
H -2.44641 -1.27104 1.98234 0.2 0.0 -0.2 0.208
H -0.59458 0.46290 1.97325 -0.3 -0.3 -0.6 0.199
H 0.07786 -0.12670 -2.10986 -0.3 -0.1 0.2 0.187
H -1.70688 -1.90658 -2.22171 0.1 0.1 0.3 0.209
```
Positions in Å, forces in eV/Å.

---

Record 2
Here is a 2-piece molecular cluster, C7H12N4 overall from the Open Molecules 2025 dataset. Energies are from the ωB97M-V functional and the def2-TZVPD basis.

## Properties
- Total charge: +2
- Energy: -492.25701 a.u.
- 2S+1: 1
- HOMO (spin up / spin down): -16.5 / -16.1 eV
- Energy relative to the best compared isomer or geometry (same formula, charge and spin): 2.642 eV
- Orbital gap (spin up / spin down): 6.43 / 5.04 eV

```
23
Properties=species:S:1:pos:R:3:forces:R:3:nbo_charge:R:1
C -2.31298 0.85824 -0.03940 0.0 -0.1 -0.1 -0.108
C -1.35018 1.81819 0.07052 0.3 0.1 -0.3 -0.209
C -0.62036 -0.79277 -0.00092 -0.8 -0.7 0.5 0.040
C -1.98246 -0.51059 -0.06445 0.7 0.3 0.5 0.038
C 0.02886 1.46669 0.14822 -0.6 0.4 -0.2 0.388
C 2.40553 -0.61449 -0.02773 -2.6 1.1 0.2 0.753
C -2.97921 -1.59864 -0.15815 -0.3 -0.4 -0.3 -0.659
N 0.28668 0.16417 0.09008 2.8 -0.6 -0.6 -0.300
N 0.98686 2.38541 0.26110 0.1 0.2 0.1 -0.711
N 2.89563 -0.47355 -1.20144 0.4 -0.1 -0.5 -0.760
N 2.79375 -1.13560 1.07320 0.3 -0.4 0.5 -0.758
H -3.35094 1.15550 -0.10464 0.0 0.0 0.0 0.269
H -1.59812 2.86849 0.10539 -0.1 0.1 0.2 0.266
H -0.27293 -1.81475 -0.02422 0.1 -0.1 -0.3 0.243
H -2.85249 -2.16671 -1.08334 -0.1 0.0 0.0 0.263
H -2.87477 -2.30775 0.66342 0.0 0.0 0.1 0.259
H -3.99054 -1.19804 -0.14029 0.0 0.0 0.0 0.258
H 0.73306 3.36137 0.32794 0.1 -0.1 0.0 0.445
H 1.94569 2.15063 0.44345 0.1 0.0 0.1 0.415
H 2.38100 -0.02732 -1.95423 -0.1 0.0 0.1 0.470
H 3.80984 -0.85590 -1.46842 -0.2 0.1 0.2 0.465
H 2.22060 -1.12508 1.91118 -0.1 0.1 -0.1 0.470
H 3.69746 -1.60750 1.17276 -0.1 0.1 -0.1 0.464
```
Positions in Å, forces in eV/Å.

---

Record 3
Here is one molecule with the formula C7H12N4O from the Open Molecules 2025 dataset. Energies are from the ωB97M-V functional and the def2-TZVPD basis.

## Properties
- SMILES: C[C@H](NC(N)=O)C1(C)N=CC=N1
- Energy: -568.16522 a.u.
- 2S+1: 1
- HOMO: -9.6 eV
- Energy relative to the best compared isomer or geometry (same formula, charge and spin): 0.548 eV
- Orbital gap: 9.71 eV

```
24
Properties=species:S:1:pos:R:3:forces:R:3:nbo_charge:R:1
C 0.34486 1.91571 -0.56403 0.8 -2.0 5.3 -0.594
C -0.26968 0.47923 -0.54455 1.2 2.3 1.7 -0.049
N -1.38365 0.32923 0.39261 2.7 0.3 -1.8 -0.653
C -2.63138 -0.05577 -0.00757 0.8 0.6 2.0 0.790
N -3.44417 -0.11925 1.14251 0.9 -0.6 0.2 -0.846
O -2.96604 -0.19397 -1.15769 -0.4 0.0 -0.1 -0.628
C 0.83582 -0.53453 -0.26631 0.7 -0.8 1.3 0.198
C 0.34742 -1.95606 -0.63213 -1.1 2.8 -0.4 -0.599
N 1.25446 -0.41001 1.16232 -1.6 0.1 0.2 -0.413
C 2.44043 0.02036 1.16023 1.0 0.1 1.3 0.020
C 2.95195 0.09461 -0.21979 0.1 -0.3 0.8 0.019
N 2.03371 -0.29404 -1.00964 0.9 1.0 -1.6 -0.370
H 0.62109 2.35964 0.48951 -0.7 -1.1 -1.6 0.191
H -0.23876 2.59009 -0.99280 -3.1 2.8 -1.8 0.211
H 1.23234 1.94492 -1.07154 2.2 -0.2 -1.5 0.214
H -0.58236 0.36856 -1.50811 -1.2 -0.8 -2.6 0.232
H -0.91096 0.34041 1.27917 -1.3 -0.2 1.0 0.423
H -3.07151 -0.72929 1.88895 -0.2 0.7 -0.7 0.381
H -4.33384 -0.42292 0.87783 -1.7 -0.6 -0.3 0.379
H 1.16500 -2.52327 -0.23947 -0.1 -1.4 -0.3 0.224
H 0.23792 -1.79659 -1.75793 0.2 -1.3 1.5 0.237
H -0.65922 -2.02555 -0.13124 1.2 -0.7 -0.6 0.224
H 3.02999 0.23748 2.10497 -0.9 -0.3 -1.2 0.205
H 3.99660 0.38104 -0.39530 -0.6 -0.2 -0.7 0.206
```
Positions in Å, forces in eV/Å.

---

Record 4
Here is an isolated ion of composition C7H12NO2 and charge +1 from the Open Molecules 2025 dataset. Energies are from the ωB97M-V functional and the def2-TZVPD basis.

## Properties
- Total charge: +1
- SMILES: CC[C@@]1([NH2+]C)C=CC(=O)O1
- Energy: -478.82819 a.u.
- 2S+1: 1
- HOMO: -14.6 eV
- Energy relative to the best compared isomer or geometry (same formula, charge and spin): 2.834 eV
- Orbital gap: 10.60 eV

```
22
Properties=species:S:1:pos:R:3:forces:R:3:nbo_charge:R:1
C 1.37071 -2.21275 -0.14706 -0.3 -2.1 2.4 -0.648
C 0.61760 -1.11062 -0.86139 1.9 2.1 1.6 -0.451
C -0.25621 -0.11405 -0.03724 -0.7 1.5 -1.8 0.439
N 0.52086 0.45203 1.13971 -3.7 3.5 1.5 -0.550
C 1.23645 1.67713 0.65672 -0.3 0.8 0.8 -0.409
C -0.94250 1.15636 -1.01697 -1.3 -2.0 3.5 -0.167
C -2.26789 1.08751 -0.77330 1.9 -1.8 -0.4 -0.276
C -2.55995 -0.09451 0.10400 -3.3 -0.5 1.0 0.731
O -3.62525 -0.52854 0.51159 2.7 1.2 -1.2 -0.468
O -1.38384 -0.66100 0.52479 0.3 -0.9 0.1 -0.516
H 0.70094 -3.04112 0.38688 1.2 2.0 -1.0 0.241
H 2.15183 -1.88284 0.58522 -0.8 0.1 -0.3 0.206
H 1.98053 -2.79673 -0.83658 -0.3 0.2 -0.4 0.259
H -0.08186 -1.57635 -1.47724 -0.8 -0.3 -1.8 0.255
H 1.44757 -0.47264 -1.33012 -1.6 -0.9 -0.2 0.224
H -0.18233 0.81339 1.88240 0.5 -0.4 -1.8 0.445
H 0.84642 -0.22756 1.75630 2.4 -2.1 0.5 0.451
H 1.96427 2.21766 1.29265 -0.2 -1.2 0.0 0.267
H 1.61085 1.27005 -0.24406 1.1 0.8 -1.1 0.221
H 0.41602 2.41282 0.50628 0.8 -0.6 -0.2 0.236
H -0.49200 2.04648 -1.36102 0.9 0.2 -1.1 0.237
H -3.07221 1.58529 -1.26157 -0.3 0.6 0.0 0.273
```
Positions in Å, forces in eV/Å.

---

Q: The highest energy belongs to which entry?
A: C7H12NO2